The molecule C5H10O, computed with ωB97M-V/def2-TZVPD.

Results
Strongest force on any atom ... 0.28 eV/A
SMILES string ... C[C@@H]1[C@H](C)[C@@H]1O
E ... -271.7117 Ha
HOMO-LUMO gap ... 0.37887 Ha
HOMO energy ... -0.3462 Ha

```
16
Properties=species:S:1:pos:R:3:lowdin_charge:R:1
C 1.297 1.184 -0.181 -0.0631
C 0.906 -0.051 0.599 -0.2514
C -0.556 -0.413 0.747 -0.2456
C -1.656 0.415 0.119 -0.0669
C 0.365 -1.252 -0.108 -0.3135
O 0.321 -1.152 -1.501 -0.0152
H 0.663 1.315 -1.061 0.0740
H 2.334 1.125 -0.526 0.0788
H 1.199 2.078 0.446 0.0793
H 1.533 -0.253 1.465 0.1315
H -0.821 -0.867 1.700 0.1278
H -1.627 0.344 -0.972 0.0734
H -2.635 0.058 0.452 0.0726
H -1.585 1.475 0.382 0.0772
H 0.610 -2.244 0.268 0.1401
H -0.350 -1.760 -1.829 0.1010
```